1.
{
  "formula": "C5H9NO",
  "method": "wB97M-V/def2-TZVPD",
  "total_charge": 0,
  "gap_ev": 11.151,
  "de_lowest_kj_mol": 220.45,
  "smiles": "COC(C)(C)C#N",
  "homo_ev": -10.44,
  "e_tot_ev": -8866.928,
  "spin_multiplicity": 1,
  "species": ["C", "O", "C", "C", "C", "C", "N", "H", "H", "H", "H", "H", "H", "H", "H", "H"],
  "coordinates": [[1.833, 0.007, -0.597], [0.947, 0.990, -0.127], [-0.297, 0.394, 0.153], [-0.864, -0.557, -1.073], [-0.262, -0.389, 1.486], [-1.217, 1.558, 0.318], [-1.956, 2.442, 0.424], [2.201, -0.639, 0.209], [1.242, -0.609, -1.276], [2.654, 0.501, -1.114], [-0.241, -1.197, -1.739], [-1.402, 0.077, -1.778], [-1.536, -1.283, -0.618], [-1.284, -0.599, 1.814], [0.247, 0.148, 2.299], [0.260, -1.336, 1.330]],
  "forces_ev_per_a": [[0.242, -0.338, -0.210], [-0.077, -0.009, -0.086], [-0.419, -0.608, -0.538], [-0.447, 0.468, 0.534], [-0.047, -0.169, -0.132], [-0.810, 0.436, -0.211], [0.817, -0.963, -0.044], [0.161, 0.182, -0.038], [1.126, -0.016, -0.129], [0.002, -0.050, 0.112], [0.114, 0.713, 0.996], [-0.215, 0.027, 0.232], [-0.332, 0.279, 0.024], [0.124, -0.076, -0.075], [-0.142, 0.112, -0.486], [-0.098, 0.012, 0.052]],
  "nbo_charge": [-0.2607, -0.5097, 0.1809, -0.6475, -0.6338, 0.2736, -0.3051, 0.1654, 0.1767, 0.2009, 0.2280, 0.2326, 0.2225, 0.2274, 0.2345, 0.2144]
}

2.
{
  "formula": "C5H9NO",
  "method": "wB97M-V/def2-TZVPD",
  "total_charge": 0,
  "gap_ev": [7.125, 7.314],
  "de_lowest_kj_mol": 525.20,
  "homo_ev": [-7.57, -7.40],
  "e_tot_ev": -8863.769,
  "spin_multiplicity": 1,
  "species": ["C", "C", "C", "C", "N", "C", "O", "H", "H", "H", "H", "H", "H", "H", "H", "H"],
  "coordinates": [[-0.210, -0.355, 2.126], [-0.971, 0.034, -1.691], [-0.306, 0.560, 0.953], [0.161, 0.040, -0.714], [1.201, -0.896, -0.976], [0.653, 1.134, 0.087], [-1.262, 1.451, 0.789], [1.935, -0.954, -0.284], [1.527, -0.941, -1.937], [1.639, 1.592, 0.188], [0.000, 0.213, 3.037], [-1.168, -0.863, 2.259], [0.571, -1.106, 1.983], [-0.647, 0.411, -2.668], [-1.341, -0.985, -1.821], [-1.781, 0.666, -1.331]],
  "forces_ev_per_a": [[-0.115, -0.302, -0.229], [-0.229, -0.177, 0.281], [-0.557, 2.791, 0.829], [1.160, 0.145, -0.992], [-0.379, 0.198, -0.152], [0.183, -0.896, 0.152], [-0.429, -1.411, 0.240], [-0.036, 0.135, -0.240], [-0.003, -0.120, 0.180], [0.202, -0.459, -0.106], [-0.008, 0.035, -0.144], [0.050, 0.011, 0.025], [-0.034, 0.018, 0.041], [0.084, -0.013, 0.118], [0.024, 0.045, -0.024], [0.087, -0.001, 0.022]],
  "nbo_charge": [-0.6667, -0.6361, 0.3260, 0.1061, -0.7987, -0.0354, -0.6246, 0.3792, 0.3803, 0.1940, 0.2326, 0.2378, 0.2102, 0.2115, 0.2172, 0.2665]
}

3.
{
  "formula": "C5H9NO",
  "method": "wB97M-V/def2-TZVPD",
  "total_charge": 0,
  "gap_ev": 10.748,
  "de_lowest_kj_mol": 263.19,
  "smiles": "COC(C)(C)C#N",
  "homo_ev": -9.97,
  "e_tot_ev": -8866.485,
  "spin_multiplicity": 1,
  "species": ["C", "O", "C", "C", "C", "C", "N", "H", "H", "H", "H", "H", "H", "H", "H", "H"],
  "coordinates": [[2.162, 0.506, -0.374], [0.864, 0.109, -0.908], [-0.471, -0.036, -0.060], [-1.660, -0.552, -0.920], [-0.456, -0.788, 1.285], [-0.437, 1.390, 0.067], [-0.304, 2.526, 0.211], [2.158, 1.062, 0.575], [2.764, -0.400, -0.268], [2.710, 1.160, -1.084], [-1.836, -1.632, -0.814], [-1.490, -0.312, -1.966], [-2.609, -0.066, -0.626], [-1.442, -0.790, 1.786], [0.252, -0.338, 1.980], [-0.206, -1.839, 1.114]],
  "forces_ev_per_a": [[-0.274, -0.364, 0.178], [-0.571, -1.685, 0.056], [1.077, 0.220, -0.478], [0.480, 0.129, -0.166], [0.448, 0.046, -0.172], [-1.232, 1.806, 1.140], [-0.179, -0.242, -0.026], [-0.461, -0.250, -0.173], [-0.042, 0.041, 0.204], [-0.883, -0.357, 0.016], [0.435, 0.312, 0.012], [0.040, -0.020, -0.080], [0.621, 0.031, 0.118], [0.322, 0.305, -0.555], [0.085, -0.117, -0.035], [0.134, 0.144, -0.040]],
  "nbo_charge": [-0.2619, -0.5598, 0.1813, -0.6176, -0.6288, 0.2702, -0.3417, 0.1884, 0.1802, 0.2021, 0.2201, 0.2419, 0.2344, 0.2359, 0.2279, 0.2276]
}